# 1
78
Properties=species:S:1:pos:R:3:forces:R:3 method="wB97M-V/def2-TZVPD" charge=0 spin_multiplicity=1 e_tot_ha=-1581.93224 homo_lumo_gap_ev=9.43 max_force_ev_per_a=0.9 smiles="CC(C)(O)CC[C@@H](O)[C@](C)(O)[C@@H]1CC[C@@]2(O)C3=CC(=O)[C@@H]4C[C@@H](O)[C@@H](O)C[C@]4(C)[C@@H]3CC[C@]12C"
C 4.73452 -4.90146 1.38542 -0.26 0.26 0.05
H 4.96778 -5.61146 2.17364 0.05 -0.13 0.07
H 4.68478 -5.43860 0.43919 -0.01 -0.08 -0.10
H 5.53708 -4.16986 1.32618 0.07 0.06 0.01
C 3.40551 -4.18941 1.67474 0.26 -0.68 0.40
C 3.48415 -3.49860 3.03666 -0.05 -0.04 -0.48
H 2.62530 -2.85085 3.18249 -0.12 0.08 0.09
H 4.37746 -2.88148 3.07789 0.09 0.07 0.04
H 3.52156 -4.23388 3.83480 0.00 -0.08 0.12
C 2.27449 -5.24106 1.62533 -0.03 0.35 0.08
H 2.52468 -6.02178 2.34572 0.06 -0.08 -0.04
H 2.26876 -5.69625 0.63057 0.08 -0.09 0.01
C 0.86083 -4.73033 1.92474 0.21 0.04 -0.43
H 0.23455 -5.59281 2.16908 -0.11 0.06 0.08
H 0.87596 -4.07538 2.79257 -0.08 0.01 0.14
C 0.25798 -3.99254 0.72764 -0.13 0.55 0.37
H 1.00074 -3.29069 0.35337 -0.15 -0.09 0.04
O 0.01988 -4.88412 -0.35183 -0.06 -0.35 -0.29
H -0.46243 -5.64957 -0.01574 0.03 -0.03 -0.03
C -1.05534 -3.20604 1.03704 0.31 -0.35 0.52
C -1.98591 -4.08734 1.89409 0.15 0.33 -0.29
H -2.99262 -3.68169 1.88589 -0.06 0.03 0.01
H -2.04082 -5.09318 1.48003 -0.02 -0.13 0.00
H -1.63915 -4.14342 2.92068 0.04 -0.09 0.18
O -1.71650 -2.92843 -0.18922 -0.21 0.12 -0.20
H -1.43686 -3.61156 -0.81935 -0.04 0.07 0.05
C -0.74367 -1.87433 1.75664 -0.17 -0.30 -0.24
H -0.09696 -2.14669 2.59361 0.01 -0.01 0.02
C -2.03218 -1.22002 2.31857 0.06 0.11 0.13
H -2.89662 -1.57320 1.75846 -0.07 -0.06 0.05
H -2.18238 -1.46584 3.36856 -0.12 -0.06 0.00
C -1.90748 0.28553 2.08996 0.07 -0.05 -0.25
H -2.88307 0.75909 1.99803 0.00 0.10 0.01
H -1.34748 0.77659 2.88312 0.03 0.05 0.06
C -1.14090 0.32813 0.76616 0.12 0.25 0.81
C -0.54541 1.64246 0.34151 -0.12 0.23 0.11
C -0.94127 2.82000 0.83120 -0.20 -0.43 0.27
C -0.43693 4.09461 0.32770 0.38 0.06 -0.06
O -0.67192 5.14529 0.89113 -0.08 -0.07 0.03
C 0.42107 4.04095 -0.93357 0.02 0.32 -0.14
C 0.16726 5.29723 -1.77747 -0.12 -0.01 -0.02
C -1.04901 5.15669 -2.69943 -0.51 0.09 0.50
C -1.92740 3.97398 -2.27089 0.47 0.07 0.01
C -1.15914 2.65061 -2.33928 -0.15 0.18 -0.03
H -1.08382 2.37032 -3.39206 -0.06 -0.02 0.02
H -1.74790 1.88640 -1.82717 -0.05 -0.04 -0.10
C 0.25704 2.73398 -1.73192 0.33 -0.12 0.14
C 1.30256 2.71215 -2.85112 -0.14 0.06 0.16
H 1.13809 3.54926 -3.52231 0.05 0.01 -0.10
H 1.22621 1.79872 -3.43429 0.00 -0.10 -0.08
H 2.30899 2.77983 -2.44187 0.18 -0.02 0.07
C 0.49610 1.56723 -0.74027 0.01 0.03 -0.37
C 0.51980 0.18332 -1.39191 0.14 0.06 -0.01
H -0.38880 0.07115 -1.98163 0.08 -0.02 -0.08
H 1.37028 0.11908 -2.07038 -0.02 0.04 -0.05
C 0.62724 -0.99709 -0.40263 -0.02 0.04 -0.19
H 0.15900 -1.84446 -0.89604 0.13 -0.02 0.04
H 1.67993 -1.23593 -0.24230 0.01 -0.09 -0.02
C -0.02192 -0.72368 0.96825 0.02 -0.06 -0.16
C 1.07054 -0.19239 1.91083 -0.19 0.07 -0.06
H 1.86498 -0.93318 1.98063 0.07 -0.08 0.01
H 1.50511 0.73178 1.54600 0.13 0.12 -0.02
H 0.68392 -0.00657 2.90931 -0.02 0.03 0.15
H 1.47878 1.74533 -0.28308 0.01 0.01 0.00
O -3.03905 3.95233 -3.15133 -0.23 0.05 -0.11
H -3.58999 3.19637 -2.92324 0.01 0.01 -0.07
H -2.27370 4.16104 -1.24357 0.02 0.02 -0.14
O -0.60750 4.98744 -4.02994 0.05 -0.11 -0.38
H -1.38553 4.74481 -4.54700 0.01 0.02 -0.06
H -1.66807 6.06604 -2.64733 0.09 -0.15 0.05
H 1.02864 5.52605 -2.40336 0.02 0.03 0.01
H 0.01515 6.13003 -1.08974 0.07 -0.03 -0.08
H 1.45623 4.08952 -0.56731 -0.02 -0.07 0.02
H -1.67161 2.88912 1.62335 -0.11 -0.02 0.12
O -2.02176 -0.04341 -0.28504 -0.17 -0.19 -0.03
H -2.07367 -1.01279 -0.29907 -0.04 -0.09 -0.20
O 3.20203 -3.16069 0.71728 0.00 0.31 -0.17
H 3.29526 -3.54211 -0.16329 0.01 0.01 -0.01


# 2
20
Properties=species:S:1:pos:R:3:forces:R:3 method="wB97M-V/def2-TZVPD" charge=0 spin_multiplicity=1 e_tot_ha=-365.39243 homo_lumo_gap_ev=9.80 max_force_ev_per_a=3.7 smiles=C[C@H](O)[C@@H](C)N.O
C -2.13272 0.50971 0.16500 -0.57 -0.23 0.71
C -0.68970 1.08206 0.10228 -1.39 -0.96 -1.26
C 0.17431 -0.05968 -0.55945 0.02 2.60 2.58
C -0.32466 -0.51369 -1.91151 1.29 -1.67 -0.03
O 0.10603 -1.05585 0.48962 0.29 -1.24 -1.40
N -0.26205 1.37294 1.45343 0.91 0.81 -0.97
H -2.96233 1.19007 0.35226 0.25 0.76 -0.47
H -2.15787 -0.03485 1.11442 0.07 -0.62 -0.41
H -2.46137 -0.15711 -0.65717 0.40 0.45 0.42
H -0.63147 1.94532 -0.58500 -0.03 -0.03 0.36
H 1.20547 0.39851 -0.46023 -0.91 -0.62 -1.12
H 0.46871 -0.82640 -2.62268 -0.15 0.49 0.53
H -0.93455 0.21804 -2.38919 -0.54 0.48 -0.29
H -0.87593 -1.46224 -1.76206 -0.26 0.62 -0.14
H -0.12101 -1.87600 0.02620 0.11 -0.03 0.54
H 0.56695 0.86337 1.73563 -0.62 0.09 0.33
H -1.01448 1.44498 2.11321 0.24 -0.32 0.23
H 1.90279 -0.94700 0.06350 1.33 -0.63 0.40
H 3.08115 -0.64317 0.98064 0.11 -0.19 -0.21
O 2.88609 -1.03077 0.11617 -0.59 0.24 0.19